Density functional theory data (ωB97M-V with the def2-TZVPD basis set) for C20H20F2IrN5S as an isolated structure at a distorted geometry.

Geometry as XYZ:
```
49
Properties=species:S:1:pos:R:3:forces:R:3:mulliken_charge:R:1
C 0.5344 -4.5328 0.0495 -0.05 1.78 0.18 0.89
N 2.0366 -0.1582 0.2030 -0.51 0.38 -0.49 -0.78
C -0.5578 -6.5999 -0.1604 -2.59 -0.30 -1.29 -0.31
H 0.6702 -8.3838 0.0803 -0.57 1.28 0.28 0.32
H 4.2987 0.7614 -0.2453 0.30 -0.88 0.12 0.52
H 5.2271 4.9851 0.0015 -0.23 -0.22 0.45 0.39
C 3.1100 4.4347 0.1467 2.24 -2.78 -0.52 -0.88
S -0.2320 -0.5047 -1.4191 1.63 -0.35 1.17 -0.51
H 0.2785 2.6331 2.2189 0.57 0.14 0.67 0.42
C -0.6179 -5.2256 -0.2308 -0.73 -0.07 -0.51 -0.68
C -4.6904 1.2938 -0.1163 0.73 1.60 -0.85 -0.82
N 1.5749 1.1694 0.0912 1.30 -1.51 0.05 0.43
H -1.5143 -4.7352 -0.6400 0.48 -0.18 0.33 0.30
C 3.9924 1.7542 -0.0665 -1.19 2.81 0.28 -0.51
N 0.4939 -3.1257 -0.1711 -1.86 -0.26 0.09 0.54
C 4.8872 2.8429 -0.0404 1.23 -1.02 0.41 -0.39
C 1.2252 -1.0585 -0.3184 -0.20 2.98 0.23 0.49
C -2.9653 -0.5351 0.5699 -0.39 0.13 -0.69 -1.27
F -1.6838 2.4518 2.4082 0.05 -0.33 -0.25 -0.21
H 6.0077 2.6982 -0.0652 -1.49 -0.35 -0.23 0.29
C 0.5484 -7.2709 0.1922 1.86 -2.77 0.10 -0.66
H -1.3926 3.7010 -1.6526 0.43 0.22 0.38 0.22
C 2.5272 2.0825 0.0442 2.92 -0.94 -0.69 1.15
C 1.6635 -6.5579 0.5115 2.71 1.16 0.25 -0.31
C -3.1148 2.8144 -0.7611 -0.16 0.81 -0.11 0.74
H -2.5723 4.8652 -0.8713 0.27 0.76 0.50 0.30
H -5.3782 3.2569 -0.9580 1.19 -0.77 0.44 0.41
N -2.4395 1.7755 -0.2698 0.44 -1.74 -0.11 0.05
H -2.0897 -0.5547 1.2225 -0.22 0.30 0.01 0.33
H 2.5640 -4.5924 0.5899 0.42 0.04 0.25 0.42
C 4.4976 4.1830 0.1173 -0.66 -1.07 -0.81 -0.51
C -0.6000 2.5826 1.6142 0.42 -0.68 -0.47 -0.37
H -3.8392 -0.9556 1.0454 -0.05 -0.35 0.30 0.42
H -2.9248 4.0849 -2.3939 0.33 0.12 0.65 0.45
C -2.4094 3.9592 -1.4062 -1.63 -1.15 -1.58 -1.25
C 1.6784 -5.1790 0.4606 -0.30 0.24 -0.34 -0.41
H 2.6921 -6.9263 0.6460 -0.89 -0.72 0.24 0.31
N 1.4479 -2.2705 0.0913 -0.06 -2.46 -0.28 -0.74
H -1.3710 -7.1987 -0.5762 -0.12 0.36 0.40 0.31
H -5.6191 0.8042 0.0536 -0.30 -0.47 0.21 0.51
F -0.7365 3.7766 0.9461 -0.27 0.93 0.10 -0.22
Ir -0.3702 1.3933 -0.0977 -3.49 1.10 -0.73 0.72
C -4.5493 2.5713 -0.6324 -0.56 0.06 -0.28 -0.64
H -0.4775 -2.7217 -0.3046 1.38 -0.63 -0.14 0.15
H 2.8695 5.4003 0.2104 -1.57 3.57 0.23 0.52
C 2.2015 3.4339 0.0142 0.04 1.24 0.99 -0.50
H -2.7149 -1.1616 -0.3031 -0.12 0.07 0.25 0.22
C -3.3689 0.8061 0.0567 0.58 -0.28 1.06 0.82
H 1.2027 3.7337 0.1153 -1.34 0.16 -0.26 0.34
```
Forces are in eV/Å.

calculated total energy = -47611.3026 eV
LUMO (spin up / spin down) = -2.211 / -6.572 eV
total charge = +1
spin multiplicity = 6
HOMO energy (spin up / spin down) = -10.12 / -11.40 eV
strongest force on any atom = 3.9 eV Å⁻¹

=====

Density functional theory data (ωB97M-V with the def2-TZVPD basis set) for an isolated ion of composition C3H8N5 and charge +1 at a distorted geometry.

Geometry as XYZ:
```
16
Properties=species:S:1:pos:R:3:forces:R:3:mulliken_charge:R:1
N -0.6325 0.5803 0.5930 -1.09 -0.13 -0.83 0.39
H -0.0867 -0.9307 -2.8531 0.33 -0.03 -0.02 0.26
H 1.9577 0.9124 -0.1258 -0.01 -0.06 0.13 0.30
C 1.5592 -0.1071 -0.0933 0.01 0.06 0.19 -0.76
H -0.4347 -1.1593 2.4230 0.04 -0.01 -0.03 0.23
H -3.1095 2.3605 0.3504 0.17 -0.10 0.08 0.28
H 1.0790 -1.7745 1.8681 0.00 0.07 -0.02 0.24
N -2.5359 1.5496 0.1657 -0.45 -0.34 -0.51 -0.18
N -1.4319 1.4853 0.8118 0.82 0.67 0.96 -0.37
H 2.3523 -0.7589 0.2801 -0.01 0.10 0.03 0.39
H -2.8203 0.8662 -0.5331 0.23 -0.01 0.08 0.26
H 2.1069 -0.6017 -2.1427 -0.07 -0.03 -0.12 0.40
N 0.0394 -0.6815 -1.8753 -0.67 -0.02 -0.04 -0.47
C 1.2219 -0.5059 -1.5092 0.30 -0.04 -0.19 -0.12
N 0.3584 -1.0743 1.8062 -0.07 0.05 0.00 -0.36
C 0.3767 -0.1604 0.8342 0.47 -0.18 0.29 0.53
```
Forces are in eV/Å.

energy relative to the best compared isomer or geometry (same formula, charge and spin) = 45.6 kcal/mol
calculated total energy = -10682.5014 eV
LUMO = -3.624 eV
SMILES = [H]/N=C/C/C(N)=N/N=[NH2+]
total charge = +1
spin multiplicity = 1
HOMO energy = -13.72 eV
strongest force on any atom = 1.4 eV Å⁻¹

=====

Density functional theory data (ωB97M-V with the def2-TZVPD basis set) for one molecule with the formula C4H10N4 at a distorted geometry.

Geometry as XYZ:
```
18
Properties=species:S:1:pos:R:3:forces:R:3:mulliken_charge:R:1
H 1.0203 0.9780 1.6180 -0.17 -0.53 -0.01 0.33
N 0.7545 1.9933 -2.0188 -0.17 -0.43 0.90 -0.65
N 0.0100 0.2144 -0.6835 0.42 0.58 -1.66 0.01
H 0.6252 2.9970 -2.1220 -0.22 -0.20 -0.10 0.24
N -0.4844 -0.0077 0.5663 0.17 -1.18 1.03 -0.07
H 0.7994 -1.7246 -1.1203 -0.10 0.48 0.11 0.30
C -1.5037 -0.9524 0.6285 -0.20 -0.61 0.19 -0.03
H -2.5734 -2.1969 1.6632 0.17 0.23 -0.40 0.23
C 0.0130 1.5417 -1.0724 -0.10 0.85 -0.73 0.02
C 0.4869 0.0087 1.6695 -0.31 1.01 0.47 -1.00
C 1.0536 -0.6589 -1.2320 0.65 0.10 0.48 -0.99
H -0.7505 2.1675 -0.5542 0.60 -0.62 0.00 0.38
N -1.7702 -1.5736 1.7031 0.14 0.23 0.17 -0.62
H -2.0121 -1.1085 -0.3316 0.09 0.28 0.12 0.41
H 1.2301 -0.8111 1.7335 -0.61 0.17 -0.38 0.30
H -0.1339 0.0130 2.5726 0.44 -0.14 -0.06 0.41
H 1.2042 -0.4280 -2.2864 -0.23 0.04 0.13 0.42
H 2.0309 -0.4519 -0.7332 -0.56 -0.26 -0.25 0.31
```
Forces are in eV/Å.

energy relative to the best compared isomer or geometry (same formula, charge and spin) = 41.1 kcal/mol
calculated total energy = -10269.0673 eV
LUMO = 0.929 eV
SMILES = [H]/N=C/N(C)N(C)/C=N/[H]
spin multiplicity = 1
HOMO energy = -9.17 eV
strongest force on any atom = 1.8 eV Å⁻¹

=====

Density functional theory data (ωB97M-V with the def2-TZVPD basis set) for a 2-piece molecular cluster, C3H9NO2 overall at a distorted geometry.

Geometry as XYZ:
```
15
Properties=species:S:1:pos:R:3:forces:R:3:mulliken_charge:R:1
C 0.7370 1.0729 -0.2940 0.94 0.16 0.22 -0.26
C 1.7011 1.5455 0.7810 0.41 0.64 0.21 -1.23
H 0.2694 -0.6392 0.9362 0.78 0.22 -0.21 0.26
H 2.3858 2.3268 0.4335 -0.21 -0.09 -0.40 0.35
H -0.8580 -3.1728 -1.4270 -0.49 0.00 0.02 0.31
O -1.8277 -3.2055 -1.4602 0.60 -0.17 -0.40 -0.64
H 2.3659 0.7289 1.0671 -0.23 -0.06 0.36 0.34
O -1.9980 -0.9130 0.8753 -0.71 -0.44 0.22 -0.56
H 1.3871 0.8077 -1.1351 -0.54 0.06 -0.30 0.22
H -2.1159 -2.8142 -0.6374 -0.12 0.25 0.44 0.33
H -1.8631 0.5666 -0.5513 -0.33 -0.04 0.18 0.32
N -0.0230 -0.0682 0.1491 -1.96 -0.68 0.73 -0.14
H 1.2033 2.0163 1.6309 -0.08 -0.50 0.18 0.33
C -1.4151 -0.1311 0.1765 1.96 0.68 -0.91 0.05
H 0.0513 1.8791 -0.5447 -0.01 -0.03 -0.35 0.32
```
Forces are in eV/Å.

energy relative to the best compared isomer or geometry (same formula, charge and spin) = 20.8 kcal/mol
calculated total energy = -8842.0543 eV
LUMO = 0.802 eV
SMILES = CCNC=O.O
spin multiplicity = 1
HOMO energy = -10.05 eV
strongest force on any atom = 2.3 eV Å⁻¹

=====

- Which formula does entry 2 have?
  C3H8N5